# C21H18N8O

An isolated molecule of C21H18N8O at a distorted geometry (ωB97M-V/def2-TZVPD, the OMol25 dataset).

relative energy (zero: lowest compared OMol25 entry of this formula, charge and spin): 0.00 kJ/mol
LUMO energy: 0.0019 Eh
E_HOMO: -8.6 eV
SMILES: Cc1ncn(-c2ccc(Nc3cc(-c4nocc4-c4cnn(C)c4)ccn3)cc2)n1
spin multiplicity: 1
maximum force: 0.1274 hartree/bohr
gap between HOMO and LUMO: 8.61 eV

Element x y z (Å)
O -2.472 1.847 -5.273
N 2.979 -0.272 2.827
N 0.096 -3.270 -1.172
N -4.245 -0.382 -0.093
N -4.284 0.873 0.089
N 3.647 1.222 4.325
N 4.269 -0.513 2.941
N -1.641 0.630 -5.348
N -0.233 -3.787 -3.285
C 0.861 -1.084 1.803
C -3.033 1.950 -3.972
C 2.582 0.681 3.730
C -2.758 0.755 -3.269
C 6.106 0.550 4.193
C -1.310 -1.283 -3.949
C -0.377 -2.810 -2.385
C 2.119 -2.398 -0.219
C -0.695 -3.479 -4.540
C -3.933 1.535 -1.028
C 2.244 -0.997 1.839
C -1.011 -1.613 -2.590
C 0.132 -1.792 0.776
C -1.786 0.099 -4.178
C -4.944 -1.329 0.757
C 2.852 -1.742 0.703
C 0.759 -2.423 -0.275
C -3.481 0.425 -2.027
C -3.614 -0.735 -1.300
C -1.184 -2.274 -4.901
C 4.628 0.365 3.808
H -4.639 -1.019 1.789
H 6.604 -0.346 3.743
H -1.003 -1.726 0.854
H 0.601 -4.087 -1.172
H -3.479 -1.712 -1.691
H 3.976 -1.905 0.734
H 0.368 -0.462 2.541
H -0.721 -4.341 -5.266
H -3.611 2.827 -3.664
H -0.983 -0.930 -1.672
H 6.346 0.535 5.281
H -3.811 2.556 -1.138
H 6.481 1.417 3.657
H -6.008 -1.178 0.663
H -1.519 -2.241 -5.834
H 2.698 -2.833 -1.003
H 1.583 1.048 3.734
H -4.716 -2.427 0.591

Force components x, y, z for each atom (eV/Å):
O 0.5 -0.2 2.1
N -2.5 -0.9 -0.6
N -1.1 2.8 1.2
N 1.9 -3.9 -2.8
N -1.3 4.2 -0.2
N -0.7 -2.6 -1.1
N 0.7 -0.1 -0.3
N -1.7 2.4 1.0
N -1.0 0.8 -2.8
C 0.0 0.5 -0.6
C 1.5 -3.4 -1.2
C 1.3 0.7 -1.1
C -0.2 2.6 -2.1
C -0.5 -1.8 -0.6
C 0.4 0.6 2.7
C 0.4 -2.8 -0.1
C 1.5 0.2 -0.9
C 0.9 -3.1 1.7
C 1.1 -6.4 -0.8
C -0.4 -2.0 -2.8
C 1.0 1.7 -0.1
C -1.4 1.7 1.5
C -2.1 -1.5 0.5
C 0.8 0.0 1.7
C 2.3 1.5 3.9
C -1.3 0.6 2.0
C 0.8 2.5 2.5
C -1.7 1.9 -0.2
C 0.6 0.4 2.7
C 2.7 2.4 2.6
H -0.5 -0.7 -0.6
H -0.1 0.8 0.4
H 1.6 -0.3 -0.2
H 0.8 -2.4 -1.0
H 0.0 -0.8 0.4
H -1.6 0.6 -0.3
H -0.7 -0.4 0.0
H 0.3 1.1 0.8
H 0.2 -0.4 -0.7
H -0.4 -0.6 -1.9
H -0.5 0.4 -0.9
H 0.0 1.7 0.2
H 0.2 0.2 0.4
H -0.3 0.0 -0.1
H -1.3 1.0 -3.9
H 0.2 -0.6 -0.5
H -0.5 0.1 0.2
H 0.2 1.6 -0.2

Which charges does Löwdin predict for the atoms? In e, they are:
1 O -0.073
2 N -0.088
3 N 0.099
4 N -0.245
5 N 0.033
6 N 0.138
7 N 0.136
8 N 0.172
9 N 0.123
10 C -0.018
11 C 0.009
12 C -0.107
13 C -0.094
14 C -0.030
15 C -0.118
16 C -0.339
17 C -0.061
18 C -0.112
19 C -0.013
20 C -0.137
21 C 0.031
22 C -0.002
23 C -0.218
24 C -0.023
25 C 0.000
26 C -0.298
27 C -0.133
28 C -0.032
29 C -0.040
30 C -0.410
31 H 0.096
32 H 0.076
33 H 0.130
34 H 0.103
35 H 0.113
36 H 0.124
37 H 0.095
38 H 0.128
39 H 0.131
40 H 0.147
41 H 0.080
42 H 0.070
43 H 0.064
44 H 0.076
45 H 0.071
46 H 0.119
47 H 0.113
48 H 0.111

***

# C21H19BF4IIrN6O4S

A structure of composition C21H19BF4IIrN6O4S at a distorted geometry (ωB97M-V/def2-TZVPD, the OMol25 dataset).

relative energy (zero: lowest compared OMol25 entry of this formula, charge and spin): 61.74 kJ/mol
charge: +1
LUMO energy (spin up / spin down): -0.1664 / -0.1840 Eh
E_HOMO (spin up / spin down): -11.1 / -11.8 eV
spin multiplicity: 2
maximum force: 0.0465 hartree/bohr
gap between HOMO and LUMO (spin up / spin down): 6.57 / 6.83 eV

Element x y z (Å)
Ir 0.251 -0.308 -0.016
I -4.948 -3.128 1.030
S 0.850 -3.177 -0.823
F 0.187 1.869 -0.205
F 0.796 4.075 0.118
F 2.240 2.604 -0.937
F 1.882 2.427 1.295
O 1.468 -2.519 0.349
O 1.652 -2.547 -2.117
O -0.500 -2.657 -0.972
O 1.061 -4.567 -0.977
N 2.143 -0.882 -3.615
N 0.536 -0.066 2.000
N -1.849 -0.310 0.152
N 2.020 0.231 3.593
N 0.613 -0.385 -1.999
N 2.307 -0.021 -0.061
C 0.803 0.026 -5.525
C 2.942 -0.684 -1.234
C 1.847 -1.147 -2.225
C -0.162 0.219 3.172
C -3.930 -1.369 0.621
C -1.051 0.743 -3.450
C 0.776 0.415 4.187
C -2.479 0.877 0.101
C -0.932 0.804 5.757
C 2.880 -0.324 1.277
C -1.887 0.593 4.752
C 1.068 -0.286 -4.198
C 0.142 0.048 -3.158
C -1.292 1.047 -4.759
C -3.840 0.987 0.294
C -0.379 0.687 -5.785
C -2.562 -1.416 0.405
C -4.585 -0.150 0.561
C -1.524 0.297 3.454
C 1.822 -0.045 2.299
C 0.419 0.713 5.495
B 1.321 2.839 0.091
H -2.017 -2.345 0.433
H 3.767 0.284 1.461
H 2.767 -1.496 -4.116
H 3.512 -1.550 -0.911
H -5.653 -0.088 0.723
H -0.621 0.949 -6.806
H -2.196 1.574 -5.032
H -2.936 0.659 5.003
H -4.306 1.961 0.244
H -1.737 1.012 -2.660
H 1.160 0.865 6.268
H 3.596 0.030 -1.732
H -1.263 1.036 6.760
H 2.418 0.980 -0.227
H 1.494 -0.232 -6.314
H -1.867 1.746 -0.085
H 2.916 0.362 4.032
H 3.135 -1.382 1.314
H -2.276 0.122 2.699

Force components x, y, z for each atom (eV/Å):
Ir 0.8 2.3 0.2
I 0.0 0.0 0.0
S -0.2 -0.1 -0.5
F -0.4 -1.4 0.2
F -0.2 -0.1 -0.1
F -0.2 0.0 0.0
F -0.2 0.0 0.0
O -0.4 0.4 -0.1
O 0.0 -0.1 0.1
O -0.1 -0.2 0.0
O 0.1 0.0 0.2
N 0.1 0.0 0.0
N 0.0 -0.4 0.1
N 0.0 -0.1 -0.2
N 0.0 0.0 0.0
N 0.0 -0.5 -0.1
N -0.1 -0.3 0.0
C 0.0 0.0 0.0
C 0.0 0.0 0.0
C -0.1 0.1 -0.1
C 0.0 0.0 0.1
C 0.0 0.0 0.0
C 0.0 0.0 0.0
C 0.0 0.0 0.0
C 0.0 -0.1 0.0
C 0.0 0.0 0.0
C 0.0 0.1 0.0
C 0.0 0.0 0.0
C 0.0 0.0 -0.1
C 0.0 0.0 0.1
C 0.0 0.0 0.0
C 0.0 0.0 0.0
C 0.0 0.0 0.0
C 0.0 0.0 0.1
C 0.0 0.0 0.0
C 0.0 0.0 0.0
C 0.0 0.0 0.0
C 0.0 0.0 0.0
B 0.6 0.5 0.2
H 0.0 0.0 0.0
H 0.0 0.0 0.0
H 0.0 0.0 0.0
H 0.0 0.0 0.0
H 0.0 0.0 0.0
H 0.0 0.0 0.0
H 0.0 0.0 0.0
H 0.0 0.0 0.0
H 0.0 0.0 0.0
H 0.0 0.0 0.0
H 0.0 0.0 0.0
H 0.0 0.0 0.0
H 0.0 0.0 0.0
H 0.1 0.0 0.0
H 0.0 0.0 0.0
H 0.0 0.0 0.0
H 0.0 0.0 0.0
H 0.0 0.0 0.0
H 0.0 0.0 0.0

Which charges does Löwdin predict for the atoms? In e, they are:
1 Ir 1.548
2 I 0.974
3 S 0.473
4 F -0.040
5 F 0.230
6 F 0.140
7 F 0.163
8 O -0.327
9 O -0.134
10 O -0.341
11 O -0.209
12 N 0.188
13 N 0.001
14 N -0.097
15 N 0.208
16 N 0.000
17 N -0.147
18 C 0.011
19 C -0.028
20 C -0.475
21 C -0.168
22 C -0.709
23 C 0.021
24 C -0.160
25 C -0.127
26 C -0.062
27 C -0.063
28 C -0.059
29 C -0.141
30 C -0.173
31 C -0.042
32 C -0.026
33 C -0.029
34 C -0.187
35 C -0.103
36 C 0.005
37 C -0.290
38 C 0.005
39 B -1.171
40 H 0.088
41 H 0.152
42 H 0.178
43 H 0.139
44 H 0.112
45 H 0.119
46 H 0.117
47 H 0.112
48 H 0.124
49 H 0.106
50 H 0.121
51 H 0.147
52 H 0.113
53 H 0.079
54 H 0.125
55 H 0.109
56 H 0.184
57 H 0.128
58 H 0.090

***

> Which formula does entry 1 have?

C21H18N8O